Below is a structure of composition C2H3BrO3S in a non-equilibrium geometry, with properties calculated with the ωB97M-V functional and the def2-TZVPD basis.

CARTESIAN COORDINATES (ANGSTROEM)
C 0.25 -1.68 -0.71
C 2.14 0.51 -0.61
O 1.67 0.30 1.95
O 2.26 -1.84 0.88
O 0.16 -0.79 0.23
S 1.79 -0.48 0.78
Br 1.62 -0.65 -2.14
H 0.91 -2.44 -0.29
H -0.69 -1.91 -1.28
H 3.24 0.65 -0.88

## Properties
* energy above the lowest of the compared OMol25 structures with the same formula, charge and spin: 355.7 kJ/mol
* total energy: -89137.8207 eV
* Kohn-Sham gap: 0.2968 hartree
* molar mass: 187.01 g/mol
* HOMO: -0.3241 hartree
* net charge: 0



Below is a structure of composition C33H43FN7O3S4Ti in a non-equilibrium geometry, with properties calculated with the ωB97M-V functional and the def2-TZVPD basis.

CARTESIAN COORDINATES (ANGSTROEM)
Ti -0.75 -0.71 1.99
C -6.09 -3.50 4.32
C -5.46 -2.60 3.28
N -4.55 -1.63 3.90
C -3.29 -1.37 3.59
S -2.50 -2.28 2.30
N -2.68 -0.44 4.31
N -1.40 -0.19 3.90
C -0.71 0.66 4.59
C -1.20 1.33 5.82
C 0.64 0.90 4.07
C 1.59 1.63 4.77
C 2.87 1.74 4.25
C 3.15 1.15 3.03
C 2.15 0.47 2.37
N 0.91 0.35 2.88
H -6.72 -4.24 3.83
H -5.34 -4.02 4.91
H -6.73 -2.93 5.00
H -4.89 -3.18 2.56
H -6.21 -2.05 2.72
H -4.90 -1.09 4.68
H -2.24 1.10 5.99
H -0.62 0.99 6.69
H -1.06 2.41 5.74
H 1.34 2.07 5.73
H 3.63 2.29 4.79
H 4.14 1.21 2.59
H 2.31 0.00 1.41
C -1.33 -5.41 1.33
C -0.58 -4.73 0.19
S -0.10 -2.96 0.25
C 1.63 -3.00 0.74
C 1.91 -3.41 2.18
S 0.89 -2.53 3.40
C 0.30 -3.85 4.50
C -0.78 -4.82 4.06
S -0.34 -5.98 2.73
H -1.77 -6.31 0.90
H -2.16 -4.81 1.69
H -1.19 -4.78 -0.72
H 0.35 -5.25 -0.03
H 1.98 -1.98 0.53
H 2.16 -3.66 0.06
H 2.96 -3.23 2.42
H 1.71 -4.47 2.31
H -0.04 -3.31 5.39
H 1.21 -4.38 4.78
H -1.69 -4.30 3.77
H -1.03 -5.43 4.93
F 4.08 1.52 -2.43
C 2.75 1.55 -2.59
C 1.97 0.99 -1.62
C 0.57 1.07 -1.70
C -0.28 0.48 -0.71
O 0.21 -0.18 0.29
C -1.66 0.68 -0.86
C -2.15 1.29 -1.99
N -1.38 1.80 -2.94
C -1.98 2.40 -4.14
C -3.23 3.20 -4.00
C -1.94 3.88 -4.32
C 0.01 1.72 -2.82
C 0.83 2.26 -3.82
C 2.21 2.18 -3.73
N 3.01 2.71 -4.76
C 2.76 4.06 -5.22
C 3.03 4.18 -6.71
N 4.45 3.76 -6.98
C 4.71 2.37 -6.47
C 4.38 2.28 -4.99
C -2.62 0.31 0.21
O -3.75 0.01 0.07
O -2.00 0.45 1.44
H 2.44 0.52 -0.78
H -3.22 1.38 -2.14
H -1.86 1.76 -5.01
H -3.65 3.36 -3.02
H -3.97 3.08 -4.79
H -1.50 4.47 -3.52
H -1.78 4.26 -5.32
H 0.38 2.70 -4.69
H 3.41 4.77 -4.68
H 1.74 4.37 -5.03
H 2.90 5.20 -7.07
H 2.40 3.50 -7.28
H 5.09 4.42 -6.52
H 4.66 3.82 -7.98
H 5.76 2.13 -6.66
H 4.07 1.71 -7.06
H 5.10 2.89 -4.41
H 4.52 1.25 -4.70

## Properties
* energy above the lowest of the compared OMol25 structures with the same formula, charge and spin: 82.1 kJ/mol
* total energy: -120646.5728 eV
* Kohn-Sham gap: 0.2425 hartree
* molar mass: 780.89 g/mol
* HOMO: -0.5321 hartree
* net charge: +3



Below is a structure of composition CF4O3PZn in a non-equilibrium geometry, with properties calculated with the ωB97M-V functional and the def2-TZVPD basis.

CARTESIAN COORDINATES (ANGSTROEM)
C 0.12 0.61 -1.92
O 0.46 -0.67 -0.47
O -0.66 1.29 -1.21
O 0.59 0.57 -2.99
Zn 1.71 -1.60 0.66
P -0.37 0.00 0.77
F 0.06 -1.43 1.71
F 0.98 0.59 1.53
F -1.08 1.32 1.30
F -1.80 -0.68 0.64

## Properties
* total energy: -75749.2369 eV
* Kohn-Sham gap: 0.2652 hartree
* molar mass: 232.36 g/mol
* HOMO: -0.5954 hartree
* net charge: +1



Below is a cluster of 2 separate species, C4H12NO2 in total in a non-equilibrium geometry, with properties calculated with the ωB97M-V functional and the def2-TZVPD basis.

CARTESIAN COORDINATES (ANGSTROEM)
C 0.57 -2.44 -0.21
N -0.47 -1.53 -0.62
C 0.19 -0.43 -1.56
O 0.56 -0.92 -2.69
H 1.42 -2.23 -0.90
H 0.22 -3.48 -0.26
H 0.93 -2.31 0.83
H -1.07 -1.98 -1.32
H 1.05 -0.07 -0.87
H -0.54 0.42 -1.53
C -0.16 1.31 1.49
O -1.17 0.38 1.24
C -0.28 2.59 0.65
H -0.23 1.56 2.57
H 0.85 0.84 1.43
H -0.95 -0.36 0.60
H -1.30 2.84 0.48
H 0.32 3.44 1.08
H 0.06 2.37 -0.40

## Properties
* energy above the lowest of the compared OMol25 structures with the same formula, charge and spin: 116.3 kJ/mol
* total energy: -9927.0190 eV
* Kohn-Sham gap: 0.2570 hartree
* molar mass: 106.14 g/mol
* HOMO: -0.1104 hartree
* net charge: -1



Below is an isolated molecule of C16H14N4O5S in a non-equilibrium geometry, with properties calculated with the ωB97M-V functional and the def2-TZVPD basis.

CARTESIAN COORDINATES (ANGSTROEM)
C 1.91 -2.79 0.74
O 0.58 -3.32 0.66
C 0.01 -2.94 -0.53
C 0.24 -3.71 -1.67
C -0.26 -3.28 -2.91
N 0.05 -3.99 -4.09
O 0.15 -3.37 -5.16
O 0.10 -5.24 -4.00
C -1.00 -2.06 -2.98
C -1.19 -1.28 -1.85
C -0.76 -1.76 -0.60
N -1.15 -1.00 0.51
C -1.69 -1.53 1.71
O -1.73 -2.88 2.04
C -2.06 -0.44 2.45
C -1.74 0.75 1.72
S -2.10 2.35 2.42
C -0.66 3.35 2.10
N -0.06 3.93 3.15
C 1.06 4.70 2.92
C 1.56 4.74 1.59
C 0.86 4.10 0.57
C 1.38 4.08 -0.82
N -0.28 3.44 0.82
C -1.23 0.41 0.52
O -0.77 1.26 -0.42
H 1.85 -1.71 1.03
H 2.50 -3.30 1.49
H 2.42 -2.91 -0.22
H 0.86 -4.61 -1.59
H -1.40 -1.71 -3.95
H -1.74 -0.36 -1.99
H -1.03 -3.38 1.56
H -2.49 -0.44 3.42
H 1.50 5.27 3.72
H 2.47 5.24 1.29
H 1.60 5.07 -1.22
H 0.68 3.58 -1.52
H 2.31 3.53 -0.84
H -0.72 2.18 -0.06

## Properties
* energy above the lowest of the compared OMol25 structures with the same formula, charge and spin: 0.0 kJ/mol
* total energy: -43847.8928 eV
* Kohn-Sham gap: 0.2438 hartree
* molar mass: 374.38 g/mol
* SMILES: COc1cc([N+](=O)[O-])ccc1-n1c(O)cc(Sc2nccc(C)n2)c1O
* HOMO: -0.2736 hartree
* net charge: 0



Below is an isolated molecule of C20H23N3O3, with properties calculated with the ωB97M-V functional and the def2-TZVPD basis.

CARTESIAN COORDINATES (ANGSTROEM)
C -3.98 1.27 -1.95
N -2.76 1.64 -2.61
C -1.98 2.59 -1.83
C -0.74 3.02 -2.63
N 0.08 1.87 -2.94
C 0.96 1.40 -1.97
C 1.16 0.04 -1.72
C 2.01 -0.39 -0.72
C 2.69 0.52 0.07
N 3.45 0.10 1.18
C 3.09 -0.81 2.12
O 3.87 -1.18 2.97
C 1.68 -1.30 2.05
C 1.42 -2.66 2.18
C 0.13 -3.14 2.08
C -0.93 -2.27 1.86
C -0.68 -0.89 1.80
C 0.62 -0.42 1.89
O -1.70 0.02 1.64
C -2.97 -0.52 1.91
C -3.12 -1.87 1.20
O -2.19 -2.79 1.71
C 2.59 1.88 -0.24
C 1.75 2.30 -1.24
C -0.71 0.93 -3.71
C -1.95 0.48 -2.94
H -3.81 0.78 -0.98
H -4.58 2.17 -1.77
H -4.55 0.60 -2.59
H -2.61 3.46 -1.63
H -1.65 2.15 -0.87
H -0.18 3.76 -2.06
H -1.06 3.47 -3.57
H 0.64 -0.72 -2.29
H 2.13 -1.45 -0.54
H 4.35 0.54 1.33
H 2.25 -3.34 2.35
H -0.08 -4.20 2.15
H 0.77 0.65 1.84
H -3.70 0.20 1.54
H -3.10 -0.67 2.99
H -4.11 -2.30 1.36
H -2.96 -1.73 0.12
H 3.16 2.60 0.33
H 1.70 3.36 -1.46
H -0.10 0.08 -4.02
H -1.04 1.46 -4.62
H -2.55 -0.20 -3.56
H -1.64 -0.06 -2.02

## Properties
* energy above the lowest of the compared OMol25 structures with the same formula, charge and spin: 217.9 kJ/mol
* total energy: -31725.8949 eV
* Kohn-Sham gap: 0.3011 hartree
* molar mass: 353.42 g/mol
* SMILES: CN1CCN(c2ccc(NC(=O)c3ccc4c(c3)OCCO4)cc2)CC1
* HOMO: -0.2755 hartree
* net charge: 0